C38H43F15N6O8S4V | the ωB97M-V functional and the def2-TZVPD basis

The multiplicity is 3. For the total energy, the calculation gives -175199.161 eV. The charge is +1. As for the expectation value of S²: 2.025. The lowest unoccupied orbital energy (spin up / spin down) comes out at -6.90 / -5.72 eV. The calculation puts the maximum force at 6.4 eV Å⁻¹. Its HOMO energy (spin up / spin down) is -10.5 / -10.5 eV.

Element x y z (Å)
V (-1.6487, -8.9566, 24.2123)
S (-1.3544, -10.8568, 21.3888)
S (-4.7432, -7.8067, 23.8899)
S (0.6243, -10.8591, 23.0210)
S (-4.6730, -10.4421, 24.4644)
F (3.6938, -12.2628, 23.7197)
F (-0.9719, -9.7517, 18.9803)
F (-4.8482, -11.2906, 27.0900)
F (1.2437, -13.1268, 24.3412)
F (-0.8393, -12.7799, 23.6769)
F (-2.2816, -8.6320, 20.1792)
F (-6.4382, -7.6222, 21.8290)
F (3.2409, -13.7677, 21.5423)
F (-6.7090, -10.3988, 26.5386)
F (0.7337, -13.4103, 22.3103)
F (6.8476, -6.6745, 20.2857)
F (-4.4454, -6.9611, 21.3832)
F (-0.0868, -8.5152, 20.4402)
F (-4.8747, -9.1624, 21.4977)
F (-4.9913, -9.1695, 26.9883)
O (-3.9310, -6.6340, 24.2091)
O (-5.8624, -10.4726, 23.6117)
O (-6.0102, -7.7950, 24.6230)
O (1.1225, -10.3235, 24.2383)
O (-2.7789, -11.0595, 21.4690)
O (-0.6348, -11.9571, 20.6930)
O (-3.9491, -11.6718, 24.4134)
O (1.5035, -10.5767, 21.9403)
N (-3.6190, -9.2144, 24.2291)
N (-1.7815, -7.3239, 22.5625)
N (-7.4214, -14.4962, 21.5365)
N (-4.7836, -8.6211, 18.4703)
N (-1.3522, -10.5944, 25.6805)
N (-0.9220, -10.2097, 22.8144)
C (-1.0217, -13.3919, 27.9901)
C (3.5562, -8.0176, 20.9261)
C (5.3609, -7.8459, 18.8024)
C (0.4398, -12.7688, 23.3751)
C (-0.9461, -14.2881, 26.7260)
C (5.6540, -7.2805, 20.0272)
C (-5.1486, -9.5470, 17.8164)
C (-1.6374, -6.4786, 21.7442)
C (-4.0082, -15.1827, 21.6973)
C (-4.4517, -11.7618, 16.6293)
C (-6.4534, -15.1234, 21.3572)
C (-1.1448, -9.3383, 20.1793)
C (-1.2962, -5.4303, 20.7596)
C (5.0928, -13.8538, 18.4223)
C (7.7035, -12.8262, 24.1560)
C (5.8059, -11.4268, 23.9136)
C (4.3408, -12.0442, 20.5283)
C (3.2604, -8.6256, 19.7360)
C (0.2219, -5.1434, 20.4251)
C (-5.3276, -10.2692, 26.3820)
C (-2.9909, -11.1770, 16.6114)
C (4.7378, -7.3459, 21.0687)
C (4.9825, -12.5471, 23.8018)
C (-0.6425, -11.8547, 27.8788)
C (-3.9947, -14.8017, 23.1592)
C (6.9234, -13.9706, 24.1807)
C (5.3191, -11.7298, 19.5441)
C (5.5184, -13.8868, 23.9626)
C (7.1594, -11.5810, 24.0913)
C (4.1204, -8.5389, 18.6116)
C (-5.2192, -15.9243, 21.1432)
C (0.7242, -5.6347, 19.0308)
C (3.9374, -13.3863, 20.5345)
C (-5.4917, -10.6998, 16.9549)
C (-5.1505, -7.9422, 21.9995)
C (5.6267, -12.5457, 18.5131)
C (-1.0391, -11.1525, 26.6305)
C (4.2417, -14.2630, 19.4907)
H (4.1206, -11.3795, 21.3505)
H (0.3779, -6.6554, 18.8681)
H (3.9525, -15.3027, 19.4480)
H (-0.8875, -15.3548, 26.9423)
H (-0.8982, -11.2472, 28.7470)
H (-3.1462, -15.8186, 21.4957)
H (0.7656, -5.7238, 21.1706)
H (7.3151, -14.9451, 24.4323)
H (-1.8057, -5.8477, 19.8911)
H (1.8099, -5.5890, 18.9452)
H (-6.2488, -11.1992, 17.5594)
H (5.8180, -10.7776, 19.4393)
H (-4.8844, -14.2591, 23.4788)
H (-5.3431, -16.7839, 21.8019)
H (-0.4089, -13.8983, 28.7358)
H (4.9164, -14.7700, 24.1174)
H (-1.7056, -13.8767, 26.0611)
H (2.2905, -9.0925, 19.6485)
H (0.4382, -11.7234, 27.8252)
H (7.8571, -10.7677, 24.2252)
H (-3.7399, -14.3542, 21.0417)
H (-2.6417, -10.8150, 17.5785)
H (4.8446, -6.7826, 21.9840)
H (0.4480, -4.0874, 20.5730)
H (-2.8812, -10.3192, 15.9479)
H (0.1817, -5.1423, 18.2238)
H (2.7844, -8.0752, 21.6793)
H (-2.1930, -11.9085, 16.4835)
H (8.7580, -12.9283, 24.3658)
H (-4.5849, -12.5342, 17.3868)
H (6.0506, -7.5523, 18.0250)
H (-5.1746, -16.1834, 20.0854)
H (5.4668, -14.4782, 17.6244)
H (5.4068, -10.4242, 23.9584)
H (6.3836, -12.2836, 17.7886)
H (3.7658, -9.0039, 17.7037)
H (-0.0552, -13.9019, 26.2308)
H (-2.0477, -13.5363, 28.3288)
H (-4.4972, -12.2287, 15.6454)
H (-5.9223, -10.3501, 16.0166)
H (-1.8612, -4.5005, 20.8249)
H (-3.1250, -14.2497, 23.5158)
H (-3.9476, -15.6467, 23.8461)